Entry 1:
The following is a DFT calculation (ωB97M-V/def2-TZVPD) of a structure of composition C32H23ClF3N2O10PSTa.

Computed properties:
**Frontier orbital gap**: 7.56 eV
**Charge**: +1
**LUMO level**: -0.130 Eh
**Relative energy (zero: lowest compared OMol25 entry of this formula, charge and spin)**: 4.0335 eV
**Maximum force**: 0.8 eV/Å

CARTESIAN COORDINATES (ANGSTROEM)
Ta -0.08169 0.44656 0.19763
O 2.89170 -2.94225 2.30606
C 2.39220 -2.10342 1.39362
O 1.65396 -2.42864 0.50922
C 2.93576 -0.70948 1.55534
C 4.13213 -0.50220 2.23103
C 4.71830 0.75132 2.20575
C 4.08469 1.76037 1.49860
C 2.86965 1.48043 0.90908
N 2.28463 0.27930 0.93646
C 2.08299 2.56282 0.22709
O 2.45768 3.68252 0.03769
O 0.88970 2.10810 -0.13351
H 2.50554 -3.81566 2.13224
H 4.59867 -1.33240 2.73868
H 5.65524 0.93028 2.71469
H 4.48439 2.76075 1.40901
C -4.24187 0.81808 -4.64968
C -4.74308 0.35970 -3.43769
C -3.90086 -0.27183 -2.53837
C -2.55391 -0.45829 -2.85178
C -2.05398 0.00786 -4.06182
C -2.90146 0.64312 -4.95888
P -1.50598 -1.22202 -1.59945
C -2.01055 -2.95756 -1.47374
C -3.04384 -3.48774 -2.24227
C -3.34069 -4.84123 -2.15928
C -2.61337 -5.66479 -1.31435
C -1.57635 -5.13955 -0.55425
C -1.27181 -3.79113 -0.63416
C 0.17879 -1.28039 -2.21827
C 0.66059 -2.05787 -3.27195
C 1.97580 -1.90784 -3.65530
C 2.78486 -0.97549 -2.99954
C 2.30446 -0.23925 -1.93495
C 0.98186 -0.40576 -1.48813
H -4.89757 1.31549 -5.35194
H -5.78692 0.50018 -3.19096
H -4.29460 -0.61721 -1.58809
H -1.00698 -0.11478 -4.30714
H -2.51018 1.00342 -5.90100
H -3.61646 -2.85244 -2.90423
H -4.14389 -5.24959 -2.75814
H -2.85027 -6.71866 -1.25115
H -1.00166 -5.78015 0.10140
H -0.43840 -3.40300 -0.06279
H 0.00627 -2.75685 -3.77973
H 2.37971 -2.49247 -4.47131
H 3.80654 -0.83320 -3.32845
H 2.97832 0.46436 -1.46595
S 0.35530 1.24678 2.78722
C -0.26427 2.81227 3.13418
N -0.27034 3.79819 2.21142
C -0.71667 5.05403 2.43234
C -1.17463 5.40520 3.66684
C -1.17956 4.42473 4.66869
C -0.73894 3.15032 4.41039
H 0.03576 3.57244 1.27061
H -0.67867 5.71741 1.58126
H -1.52742 6.40842 3.84841
H -1.54621 4.66870 5.65713
H -0.75637 2.38257 5.16931
O -1.48215 3.79954 -0.39820
Cl -2.07122 2.51781 -0.43439
O -1.81541 1.79465 0.86317
O -3.43270 2.53973 -0.75744
O -1.31439 1.59802 -1.32951
F -3.34300 -1.47648 1.10518
C -2.71683 -1.53901 2.29164
F -3.32026 -2.43974 3.04728
F -2.82118 -0.34024 2.87157
C -1.23557 -1.91629 2.07523
O -0.73955 -2.89862 2.52820
O -0.59523 -1.01682 1.33883


Entry 2:
The following is a DFT calculation (ωB97M-V/def2-TZVPD) of a structure of composition C3H6O3P at a distorted geometry.

Computed properties:
**Frontier orbital gap**: 8.69 eV
**Charge**: -1
**LUMO level**: 0.153 Eh
**Relative energy (zero: lowest compared OMol25 entry of this formula, charge and spin)**: 3.7098 eV
**Maximum force**: 5.6 eV/Å

CARTESIAN COORDINATES (ANGSTROEM)
C 1.39560 -0.41151 -0.19196
C -0.78156 1.32741 -0.81399
C 0.00381 -0.02075 0.38251
O 2.33321 0.20832 0.35133
O 1.40973 -1.08455 -1.23708
O 0.13183 0.53536 1.63940
P -1.32532 -1.37650 0.38151
H -1.82606 0.92575 -0.92478
H -0.06408 1.18594 -1.76639
H -0.76434 2.28674 -0.40357
H 1.10893 0.72384 1.69828
H -0.75984 -2.23487 -0.47255
H -0.86191 -2.06520 1.35729


Entry 3:
The following is a DFT calculation (ωB97M-V/def2-TZVPD) of a cluster of 6 separate species, C11H31O8 in total at a distorted geometry.

Computed properties:
**Frontier orbital gap**: 9.61 eV
**Charge**: -1
**LUMO level**: 0.115 Eh
**Relative energy (zero: lowest compared OMol25 entry of this formula, charge and spin)**: 0.0000 eV
**Maximum force**: 1.3 eV/Å

CARTESIAN COORDINATES (ANGSTROEM)
O -24.63921 -21.41450 -4.57271
C -24.43675 -22.78142 -4.31743
O -24.24089 -23.50998 -5.28043
O -24.48556 -23.08463 -3.08230
H -24.71237 -21.11714 -3.65601
C -27.72292 -24.52802 -2.04817
C -26.63348 -25.58860 -2.10172
O -25.45900 -25.15591 -1.44537
H -28.11852 -24.42172 -1.03607
H -28.54550 -24.78665 -2.72538
H -27.36796 -23.54237 -2.35164
H -26.44077 -25.86428 -3.14577
H -26.99751 -26.48797 -1.59765
H -25.18637 -24.37075 -1.95550
C -26.10995 -21.12676 1.78717
C -25.95793 -22.28479 0.82035
O -26.06564 -21.80306 -0.49603
H -25.35758 -20.36156 1.57527
H -26.07498 -21.35938 2.85355
H -27.06282 -20.60623 1.62426
H -26.73683 -23.03300 0.96788
H -24.96261 -22.72218 0.94332
H -25.26472 -21.79976 -1.02712
C -19.43052 -25.07261 -5.53143
C -20.58136 -24.25808 -5.03378
O -21.73614 -24.61579 -5.76755
H -19.68952 -26.12684 -5.63473
H -18.57396 -25.01337 -4.84897
H -19.04093 -24.73887 -6.49600
H -20.39583 -23.18167 -5.18103
H -20.73776 -24.38725 -3.95504
H -22.50791 -24.14164 -5.40851
C -21.69482 -19.49269 -6.83578
C -22.32671 -20.73375 -7.44529
O -23.73996 -20.75587 -7.29996
H -22.17790 -19.21356 -5.89546
H -21.88566 -18.62574 -7.47748
H -20.62326 -19.61801 -6.68564
H -21.87390 -21.63689 -7.02465
H -22.17436 -20.71409 -8.52637
H -23.94346 -20.97237 -6.37827
C -21.85895 -23.58369 0.78469
C -22.31787 -23.61035 -0.65939
O -22.88613 -22.34952 -1.00867
H -22.65112 -23.23272 1.44712
H -20.98334 -22.94070 0.88976
H -21.57594 -24.59023 1.09900
H -23.00236 -24.44561 -0.83680
H -21.44598 -23.77393 -1.31122
H -23.27840 -22.48430 -1.89231